No. 1
The ion C4H7IN with charge +1. Source: the OMol25 dataset; level of theory: ωB97M-V/def2-TZVPD.

Each line ends with the Mulliken charge.
Element x y z (Å)
C  2.284  0.117  -0.026  -0.1192
C  1.206  0.657  0.771  -0.1339
C  -1.326  -0.649  0.108  -0.9468
C  -0.815  0.588  -0.569  0.0051
N  0.255  1.208  0.088  -0.1442
I  2.021  -0.774  -1.842  0.4477
H  1.279  -0.433  1.084  0.2172
H  1.554  0.939  1.758  0.4088
H  -0.502  -1.388  0.345  0.2375
H  -1.793  -0.446  1.041  0.3481
H  -2.168  -1.177  -0.463  0.3501
H  -1.653  1.272  -0.867  0.3552
H  -0.342  0.087  -1.429  -0.0256

Properties
ΔE to the lowest compared entry with this formula, charge and spin: 173.5 kcal/mol
frontier orbital gap (alpha / beta): 6.90 / 6.90 eV
net charge: +1
HOMO (alpha / beta): -14.382 / -14.382 eV
E: -13837.7333 eV


No. 2
A cluster of 2 separate species, C4H7IN2 in total. Source: the OMol25 dataset; level of theory: ωB97M-V/def2-TZVPD.

Each line ends with the Mulliken charge.
Element x y z (Å)
C  -1.260  -1.060  0.219  0.3035
C  -0.450  0.859  -1.112  -1.0098
C  1.451  -1.222  -0.024  -0.9381
C  -0.483  0.120  0.150  0.4327
N  -1.795  -2.082  0.289  -0.4626
N  -0.462  0.966  1.228  -0.3597
I  2.952  -0.040  0.887  0.0089
H  0.029  1.869  -1.170  0.3416
H  -1.466  1.156  -1.530  0.2933
H  0.019  0.164  -1.842  0.2124
H  1.231  -1.212  -1.094  0.4579
H  1.340  -2.042  0.719  0.3870
H  -0.046  1.780  1.300  0.1477
H  -1.061  0.742  1.981  0.1851

Properties
ΔE to the lowest compared entry with this formula, charge and spin: 77.2 kcal/mol
frontier orbital gap (alpha / beta): 7.95 / 7.95 eV
HOMO (alpha / beta): -7.866 / -7.867 eV
E: -15338.7755 eV


No. 3
A structure of composition C4H7IO2S. Source: the OMol25 dataset; level of theory: ωB97M-V/def2-TZVPD.

Each line ends with the Mulliken charge.
Element x y z (Å)
C  0.095  -0.126  1.237  -0.6679
C  -0.136  0.931  -0.819  -0.6692
C  -0.238  -0.470  -0.215  0.1058
C  0.651  -1.519  -0.854  -1.4668
O  -1.706  1.921  1.180  -0.5585
O  0.669  2.549  1.236  -0.6370
S  -0.347  1.611  0.867  1.0519
I  -2.314  -1.115  -0.314  0.1768
H  -0.467  -0.637  2.011  0.3777
H  1.162  -0.177  1.443  0.3533
H  0.869  1.164  -1.164  0.3533
H  -0.869  1.205  -1.569  0.3776
H  0.379  -1.672  -1.897  0.4035
H  0.562  -2.470  -0.332  0.4027
H  1.691  -1.196  -0.811  0.3968

Properties
ΔE to the lowest compared entry with this formula, charge and spin: 4.5 kcal/mol
frontier orbital gap: 9.89 eV
HOMO: -9.751 eV
E: -27291.2551 eV


For reference, max |F| by record: 2.96, 6.07, 0.90 eV Å⁻¹.